# 1
{"formula": "C7H9N2", "method": "wB97M-V/def2-TZVPD", "homo_energy_ha": -0.544, "e_tot_ev": -10371.11386, "e_above_lowest_kj_mol": 714.9, "fmax_ha_per_bohr": 0.1158, "orbital_gap_ev": 8.6, "total_charge": 1, "symbols": ["N", "N", "C", "C", "C", "C", "C", "C", "C", "H", "H", "H", "H", "H", "H", "H", "H", "H"], "positions_angstrom": [[2.76822, 0.57746, -0.14310], [0.98117, -1.34732, 0.06591], [1.61313, 1.00910, 0.37722], [-0.83463, 0.27281, -0.44194], [3.31994, -0.76424, -0.00583], [2.14625, -1.57633, 0.04708], [0.37149, -0.07548, 0.48420], [3.74350, 0.47258, -0.95322], [-1.88783, -0.86132, -0.38183], [-1.35118, -1.71527, -0.79570], [-2.37703, -1.19356, 0.63595], [4.12559, -1.00393, 0.74471], [-0.53390, 0.29206, -1.52875], [0.02586, -0.06971, 1.49194], [-2.58503, -0.51935, -1.13047], [1.12309, 1.96037, -0.10024], [1.76784, 1.31668, 1.36184], [-1.26048, 1.11841, -0.04936]], "mulliken_charge": [0.369, -0.219, -0.559, -0.703, -0.418, 0.291, 0.191, -0.042, -1.151, 0.358, 0.311, 0.327, 0.338, 0.392, 0.365, 0.378, 0.311, 0.459]}

***

# 2
{"formula": "C7H9N2O", "method": "wB97M-V/def2-TZVPD", "homo_energy_ha": -0.448, "smiles": "[H]/N=C(/c1ccco1)[C@H]1C[NH2+]1", "e_tot_ev": -12422.70695, "e_above_lowest_kj_mol": 337.8, "fmax_ha_per_bohr": 0.0943, "orbital_gap_ev": 8.6, "total_charge": 1, "symbols": ["O", "N", "N", "C", "C", "C", "C", "C", "C", "C", "H", "H", "H", "H", "H", "H", "H", "H", "H"], "positions_angstrom": [[-1.53802, 0.84647, -0.57986], [2.40483, 0.01883, -0.13402], [0.20748, -2.22967, -0.09356], [-1.31006, -0.45291, -0.13046], [-0.06252, -1.01418, -0.29015], [1.03933, 0.18826, -0.52284], [-2.87942, 1.05196, -0.35022], [1.51694, 0.86979, 0.64784], [-3.48395, -0.02949, 0.31751], [-2.48443, -0.96973, 0.38814], [-2.73687, -1.91682, 0.78249], [1.65623, 1.91898, 0.55783], [2.66210, -0.94152, 0.27973], [1.18829, 0.60414, 1.59752], [-4.47225, -0.20721, 0.68026], [-3.22178, 2.10051, -0.41858], [1.21255, -2.48851, -0.28017], [0.82661, 0.89151, -1.41769], [3.12124, 0.54020, -0.66369]], "mulliken_charge": [-0.302, -0.176, -0.649, 0.215, 0.487, -0.234, -0.437, -0.381, -0.304, -0.417, 0.512, 0.312, 0.376, 0.274, 0.444, 0.375, 0.196, 0.393, 0.316]}

***

# 3
{"formula": "C7H9N2O2", "method": "wB97M-V/def2-TZVPD", "homo_energy_ha": -0.497, "smiles": "[NH2+]=C(c1ccccc1)N(O)O", "e_tot_ev": -14468.63624, "e_above_lowest_kj_mol": 519.9, "fmax_ha_per_bohr": 0.1051, "orbital_gap_ev": 8.3, "total_charge": 1, "symbols": ["O", "O", "N", "N", "C", "C", "C", "C", "C", "C", "C", "H", "H", "H", "H", "H", "H", "H", "H", "H"], "positions_angstrom": [[-2.15634, 1.22028, -1.15965], [-1.68664, 0.00328, -3.01041], [-1.70078, 0.02932, -1.62517], [0.46411, -1.17734, -2.06660], [-0.07954, -0.45806, -1.09156], [1.99982, 0.12668, 1.88980], [-0.42181, 0.41643, 2.41295], [0.31985, -0.29617, 0.22550], [1.68015, -0.38677, 0.65629], [0.94144, 0.45086, 2.81939], [-0.65451, 0.04089, 1.13110], [-1.68998, 1.95039, -1.65825], [3.01554, 0.04912, 2.32011], [-1.15610, 0.56202, 3.08452], [-2.48455, -0.29266, -3.48529], [0.28559, -0.94193, -2.97879], [2.38440, -0.60902, -0.13994], [1.18881, 0.66882, 3.82358], [-1.61678, 0.20946, 0.76530], [1.36730, -1.56559, -1.91287]], "mulliken_charge": [-0.306, -0.478, 0.023, -0.307, 0.608, -0.655, -0.816, 0.570, -0.446, -0.216, -0.319, 0.357, 0.345, 0.535, 0.372, 0.247, 0.257, 0.417, 0.559, 0.253]}

***

# 4
{"formula": "C7H9N2OP", "method": "wB97M-V/def2-TZVPD", "homo_energy_ha": -0.290, "smiles": "Cc1cccc2c1N(N)PO2", "e_tot_ev": -21719.08678, "e_above_lowest_kj_mol": 172.3, "fmax_ha_per_bohr": 0.0842, "orbital_gap_ev": 8.6, "symbols": ["P", "O", "N", "N", "C", "C", "C", "C", "C", "C", "C", "H", "H", "H", "H", "H", "H", "H", "H", "H"], "positions_angstrom": [[-2.58861, -0.22953, 1.37975], [-1.83426, 1.35596, 1.43756], [-0.55466, -2.10489, 1.13397], [-1.38075, -0.89657, 0.27374], [0.68039, -0.11082, -0.81186], [0.91504, -1.28577, -1.69006], [0.27543, 2.29023, 0.81273], [-0.41233, 0.03106, -0.00248], [1.47018, 1.98537, 0.15202], [-0.68720, 1.33805, 0.64919], [1.64290, 0.85511, -0.63098], [2.54934, 0.62702, -1.14141], [-0.02368, -1.59513, -2.09711], [1.60062, -1.15892, -2.42818], [2.29802, 2.74732, 0.35452], [-0.03155, 3.19163, 1.23909], [1.24908, -2.14342, -1.09271], [-1.21015, -2.35168, 1.87210], [-0.52954, -2.77868, 0.37529], [-3.42828, 0.23367, 0.21482]], "mulliken_charge": [-0.028, -0.499, -0.548, -0.280, 0.479, -1.817, -0.824, 0.691, -0.328, 0.892, -0.744, 0.425, 0.409, 0.560, 0.237, 0.480, 0.311, 0.279, 0.232, 0.075]}

***

# 5
{"formula": "C7H9N2P", "method": "wB97M-V/def2-TZVPD", "homo_energy_ha": [-0.238, -0.278], "e_tot_ev": -19667.47057, "e_above_lowest_kj_mol": 0.0, "fmax_ha_per_bohr": 0.0922, "spin_multiplicity": 3, "orbital_gap_ev": [7.0, 6.4], "symbols": ["P", "N", "N", "C", "C", "C", "C", "C", "C", "C", "H", "H", "H", "H", "H", "H", "H", "H", "H"], "positions_angstrom": [[2.69661, 0.52627, 2.48234], [-0.26199, -0.07736, 0.33817], [1.41117, 1.31595, 2.60440], [-0.17611, -1.65067, -1.80017], [-0.10155, -1.33651, 0.51426], [0.21035, 0.60253, -0.85229], [-0.44929, -0.24963, -2.01929], [0.11984, -2.21954, -0.63995], [0.18938, 1.68526, 2.33703], [-0.69460, 0.73862, 1.53046], [-0.17030, 2.73204, 2.50714], [0.02667, 1.68320, -1.03900], [0.43938, -3.23975, -0.44769], [-1.54950, 0.05471, -2.10125], [-1.62537, 1.33198, 1.23674], [-1.01046, -0.10677, 2.16886], [1.31418, 0.37321, -1.13486], [-0.40570, -2.34669, -2.70345], [0.03729, 0.18315, -2.98146]], "lowdin_spin": [1.114, 0.019, 0.351, 0.000, 0.014, 0.006, 0.000, 0.002, 0.388, 0.060, 0.022, 0.001, 0.000, 0.000, 0.004, 0.017, 0.004, 0.000, 0.000]}

***

# 6
{"formula": "C7H9N3", "method": "wB97M-V/def2-TZVPD", "homo_energy_ha": [-0.289, -0.302], "e_tot_ev": -11870.44350, "e_above_lowest_kj_mol": 486.9, "fmax_ha_per_bohr": 0.0707, "orbital_gap_ev": [7.4, 7.9], "symbols": ["N", "N", "N", "C", "C", "C", "C", "C", "C", "C", "H", "H", "H", "H", "H", "H", "H", "H", "H"], "positions_angstrom": [[-1.25244, 0.15000, 2.40216], [0.26006, 1.09173, -0.30189], [1.15248, 0.24192, 0.09586], [0.75341, -2.69542, 1.77612], [-1.25367, 1.93226, -1.63774], [-0.79368, -0.67201, 1.71369], [-1.23293, 2.65079, -0.35457], [-0.21538, 2.15066, 0.39793], [-0.36268, 0.93646, -1.57243], [-0.11267, -1.65237, 1.02196], [-1.76494, 2.23593, -2.53963], [-0.04685, 0.23416, -2.37923], [-1.86657, 3.48043, -0.00740], [0.12232, 2.39268, 1.47859], [0.08573, -3.16302, 2.48158], [-0.42401, -1.84364, 0.02430], [1.45781, -2.10821, 2.24154], [1.46684, 0.35450, 1.07414], [1.11773, -3.42234, 1.06482]], "mulliken_charge": [-0.486, 0.864, -1.162, -0.943, -0.429, 0.629, -0.444, -0.116, -0.396, -0.487, 0.409, 0.348, 0.366, 0.310, 0.313, 0.366, 0.260, 0.293, 0.304]}